The following is a quantum chemistry calculation of a structure of composition C44H57FN11O5PV at a distorted geometry, from OMol25.

The value obtained for the HOMO energy (alpha / beta) is -13.106 / -13.181 eV. The orbital gap (alpha / beta) comes out at 6.78 / 6.31 eV. The expectation value of S² is 2.05.

```
! RIJCOSX wB97M-V def2-TZVPD def2/J DEFGRID3
* xyz 3 3
V 0.066 0.056 -0.153
N 0.174 2.364 3.307
C -0.303 1.370 2.392
N 0.227 1.507 1.077
C 1.304 2.274 0.842
N 1.781 2.257 -0.398
N 1.134 1.334 -1.110
C 1.237 1.334 -2.409
C 0.401 0.376 -3.066
C 0.432 0.110 -4.436
C -0.438 -0.825 -4.955
C -1.340 -1.448 -4.097
C -1.312 -1.131 -2.753
N -0.453 -0.258 -2.226
C 1.950 3.056 1.867
C 3.131 3.773 1.646
C 3.713 4.470 2.681
C 3.113 4.467 3.942
C 1.949 3.763 4.175
C 1.356 3.044 3.137
H -0.217 2.348 4.232
H -1.394 1.415 2.347
H 1.877 2.049 -2.910
H 1.149 0.629 -5.057
H -0.432 -1.059 -6.011
H -2.057 -2.165 -4.471
H -2.021 -1.594 -2.080
H 3.564 3.761 0.655
H 4.625 5.027 2.516
H 3.572 5.023 4.749
H 1.478 3.774 5.151
C -4.005 -5.566 3.165
C -4.470 -5.308 1.736
N -3.438 -4.605 0.959
C -3.512 -3.267 0.864
C -2.497 -2.467 0.428
C -2.745 -1.006 0.243
O -3.920 -0.679 -0.016
O -1.763 -0.215 0.351
C -1.238 -3.038 0.038
O -0.224 -2.382 -0.246
C -1.253 -4.500 -0.058
C -0.169 -5.159 -0.648
C -0.166 -6.518 -0.757
F 0.901 -7.135 -1.304
C -1.218 -7.309 -0.259
C -2.285 -6.653 0.337
C -2.332 -5.257 0.432
N -1.203 -8.702 -0.350
C -0.701 -9.424 -1.501
C 0.569 -10.204 -1.170
N 0.303 -11.092 0.012
C -0.219 -10.318 1.185
C -1.487 -9.563 0.777
H -4.804 -6.043 3.730
H -3.750 -4.631 3.665
H -3.126 -6.211 3.184
H -5.355 -4.675 1.741
H -4.743 -6.238 1.243
H -4.447 -2.811 1.166
H 0.676 -4.582 -1.000
H -3.105 -7.255 0.700
H -0.496 -8.745 -2.322
H -1.478 -10.123 -1.839
H 1.377 -9.525 -0.909
H 0.874 -10.821 -2.014
H 1.162 -11.579 0.274
H -0.378 -11.808 -0.251
H 0.555 -9.614 1.488
H -0.414 -11.006 2.007
H -1.820 -8.976 1.630
H -2.278 -10.279 0.522
N -5.164 1.916 -1.362
C -4.141 2.364 -2.339
P -2.842 3.161 -1.276
O -3.569 3.677 -0.092
O -1.587 2.341 -1.119
C -2.136 4.593 -2.273
N -0.808 4.784 -1.594
H -4.808 1.059 -0.797
H -6.063 1.682 -1.775
H -5.259 2.668 -0.662
H -4.567 3.102 -3.017
H -3.742 1.525 -2.906
H -2.739 5.494 -2.214
H -1.969 4.316 -3.312
H -0.530 3.786 -1.342
H -0.944 5.267 -0.705
H -0.111 5.277 -2.145
C 3.274 -0.497 5.721
C 2.186 -0.476 4.701
C 0.823 -0.394 5.172
C -0.202 -0.274 4.320
C -1.625 -0.140 4.784
C 0.050 -0.157 2.861
C 1.433 -0.493 2.372
C 2.459 -0.548 3.372
N 1.583 -0.650 1.077
C 2.857 -1.200 0.513
C 3.253 -2.504 1.235
C 2.637 -1.621 -0.947
C 3.996 -0.166 0.520
H 3.210 0.389 6.355
H 4.263 -0.533 5.270
H 3.152 -1.365 6.373
H 0.646 -0.430 6.242
H -1.831 -0.844 5.590
H -2.328 -0.315 3.969
H -1.828 0.856 5.187
H -0.673 -0.769 2.318
H 3.490 -0.633 3.077
H 2.366 -3.128 1.365
H 3.710 -2.358 2.210
H 3.969 -3.045 0.617
H 1.961 -2.471 -1.001
H 3.594 -1.909 -1.379
H 2.247 -0.813 -1.558
H 4.162 0.296 1.490
H 3.791 0.638 -0.187
H 4.917 -0.665 0.218
*
```


The following is a quantum chemistry calculation of a structure of composition C44H57N5O6SW at a distorted geometry, from OMol25.

The value obtained for the HOMO energy is -12.284 eV. For the relative energy (zero: lowest compared OMol25 entry of this formula, charge and spin), the calculation gives 38.7 kJ/mol. The orbital gap comes out at 4.70 eV.

```
! RIJCOSX wB97M-V def2-TZVPD def2/J DEFGRID3
* xyz 2 1
W 0.022 -0.041 -0.185
C -3.054 4.412 3.199
C -2.743 4.419 1.701
C -1.530 3.615 1.358
C -0.233 4.026 1.283
C 0.326 5.393 1.518
C 0.969 5.541 2.898
C 0.548 2.878 0.948
C 1.885 2.920 0.661
C 2.567 1.857 0.135
C 3.903 1.940 -0.367
C 4.756 3.167 -0.310
C 4.465 4.136 -1.458
C 4.186 0.733 -0.934
C 3.052 -0.105 -0.691
C 3.050 -1.465 -0.873
C 2.127 -2.284 -0.265
N 0.993 -1.819 0.394
C 0.492 -2.950 1.028
C -0.690 -2.988 1.724
C -1.565 -1.939 1.797
N -1.309 -0.666 1.295
C -2.483 0.030 1.540
C -2.606 1.391 1.373
C -1.525 2.202 1.150
N -0.236 1.733 0.867
C -3.468 -0.806 2.146
C -2.878 -2.019 2.350
C -3.477 -3.240 2.970
C -4.043 -4.201 1.923
C -4.832 -0.363 2.568
C -4.833 0.259 3.967
C 1.318 -4.089 0.788
C 2.310 -3.686 -0.059
C 3.461 -4.480 -0.591
C 4.690 -4.410 0.317
C 1.104 -5.438 1.395
C 1.532 -5.499 2.863
N 2.028 0.592 -0.057
C 5.418 0.307 -1.663
C 5.215 0.310 -3.180
H -3.934 5.018 3.410
H -2.221 4.814 3.775
H -3.246 3.400 3.560
H -2.590 5.445 1.363
H -3.601 4.047 1.137
H -0.477 6.123 1.405
H 1.056 5.634 0.740
H 0.235 5.391 3.689
H 1.395 6.536 3.017
H 1.766 4.811 3.048
H 2.406 3.859 0.777
H 5.805 2.868 -0.338
H 4.619 3.667 0.651
H 4.682 3.674 -2.421
H 5.076 5.033 -1.370
H 3.415 4.438 -1.468
H 3.895 -1.921 -1.366
H -0.978 -3.923 2.183
H -3.561 1.851 1.585
H -4.265 -2.935 3.660
H -2.732 -3.753 3.583
H -4.820 -3.717 1.329
H -4.476 -5.081 2.396
H -3.259 -4.538 1.240
H -5.502 -1.224 2.545
H -5.236 0.344 1.840
H -4.476 -0.452 4.711
H -5.838 0.570 4.248
H -4.183 1.134 4.010
H 3.716 -4.134 -1.596
H 3.149 -5.519 -0.707
H 5.032 -3.383 0.449
H 5.511 -4.989 -0.103
H 4.466 -4.809 1.306
H 1.663 -6.176 0.818
H 0.052 -5.724 1.300
H 2.594 -5.279 2.969
H 1.350 -6.490 3.276
H 0.986 -4.774 3.469
H 5.726 -0.687 -1.330
H 6.239 0.974 -1.398
H 4.390 -0.342 -3.474
H 6.114 -0.031 -3.692
H 4.988 1.315 -3.538
O 0.191 0.122 -4.108
C -0.156 0.009 -2.984
O 0.613 -0.466 -1.969
C -1.564 0.410 -2.457
O -2.516 0.579 -3.128
O -1.522 0.570 -1.096
C -0.324 4.420 -2.733
C 0.531 3.185 -2.743
N 1.436 3.068 -3.724
O 0.388 2.302 -1.888
H 0.145 5.267 -3.229
H -0.561 4.672 -1.701
H -1.258 4.189 -3.250
H 1.485 3.741 -4.470
H 1.912 2.188 -3.839
O -1.358 -1.872 -1.090
S -1.203 -3.295 -1.627
C -0.746 -3.242 -3.365
C -1.301 -4.567 -3.887
C -2.679 -4.812 -3.217
C -2.868 -3.789 -2.089
H 0.332 -3.127 -3.465
H -1.257 -2.383 -3.806
H -0.613 -5.378 -3.649
H -1.378 -4.528 -4.971
H -2.735 -5.825 -2.825
H -3.491 -4.703 -3.933
H -3.386 -4.172 -1.213
H -3.349 -2.864 -2.416
*
```


DFT total energy values, unit eV, following the record order: -110859.2998 -78940.9617.